(1)
9
Properties=species:S:1:pos:R:3:forces:R:3 method="wB97M-V/def2-TZVPD" e_homo_ev=-10.26 lumo_energy_ha=-0.055 e_above_lowest_kj_mol=166.95 smiles="[H]/N=P/C#N.N" total_energy_ha=-546.0588 max_force_ev_per_a=4.02
H 0.995 -2.193 -2.726 0.9 -1.6 -0.6
N 0.620 -1.302 -2.570 -1.8 1.6 -0.3
P 1.268 -0.692 -1.330 1.2 0.2 1.6
C 0.365 0.844 -0.888 -0.2 -0.2 -1.0
N -0.149 1.777 -0.454 0.1 0.2 -0.2
N -0.497 0.335 2.150 0.9 -3.5 0.1
H -1.008 1.017 2.559 -1.3 3.5 1.5
H -0.344 0.539 1.208 0.4 1.1 -1.2
H -1.248 -0.326 2.051 -0.1 -1.2 0.2

***

(2)
88
Properties=species:S:1:pos:R:3:forces:R:3 method="wB97M-V/def2-TZVPD" e_homo_ev="-12.05 / -13.18" charge=+2 lumo_energy_ha="-0.213 / -0.261" spin_multiplicity=4 e_above_lowest_kj_mol=0.00 total_energy_ha=-2423.9673 s_squared=3.82 max_force_ev_per_a=6.33
Re -1.959 1.027 -3.232 -0.7 -2.1 5.9
C -3.288 1.200 -4.979 -2.0 1.3 -2.7
C -2.508 -0.102 -4.748 0.2 -2.1 -0.6
C -1.433 -0.464 -5.752 0.1 -0.4 -0.2
C -0.109 0.254 -5.441 0.4 0.2 0.0
C -0.200 1.100 -4.171 1.8 0.1 -1.0
C -0.916 2.377 -4.166 2.5 1.6 -1.2
C -1.462 2.949 -5.460 0.1 0.8 0.1
C -2.695 2.214 -5.979 -0.4 0.1 0.0
C 1.703 0.002 -0.570 -0.5 0.1 0.5
H -4.235 0.851 -5.435 0.5 -0.2 0.1
H -3.205 -0.920 -4.554 0.1 0.1 -0.1
H -1.761 -0.252 -6.779 0.0 -0.2 0.2
H -1.288 -1.550 -5.683 -0.1 0.2 -0.1
H 0.672 -0.498 -5.278 -0.1 0.3 -0.2
H 0.206 0.873 -6.293 0.0 -0.1 0.2
H 0.682 1.063 -3.524 -0.2 0.0 -0.2
H -0.509 3.127 -3.480 -0.1 0.0 -0.1
H -0.673 2.983 -6.226 -0.1 0.0 0.3
H -1.729 3.994 -5.258 0.1 -0.2 -0.2
H -3.474 2.951 -6.211 0.1 -0.3 -0.1
H -2.479 1.679 -6.905 -0.1 0.1 0.1
H 0.780 0.533 -0.838 0.4 -0.2 0.1
H 2.359 0.682 0.001 0.1 -0.3 -0.4
H 1.438 -0.862 0.063 0.2 0.5 -0.3
P -0.295 -1.672 -1.811 0.3 -0.8 -0.1
P 2.616 -0.606 -1.995 2.2 0.8 0.5
C 0.748 -2.309 -3.080 0.8 0.1 0.1
C 1.978 -1.684 -3.243 -1.8 -1.1 0.1
C -1.653 -2.783 -1.693 -0.6 -0.2 -0.1
C -2.040 -3.642 -2.741 -0.5 -0.1 0.8
C -3.142 -4.473 -2.544 0.1 0.1 -0.1
C -3.861 -4.423 -1.343 0.1 0.1 0.1
C -3.491 -3.545 -0.313 -0.1 -0.1 0.0
C -2.390 -2.723 -0.475 0.3 0.0 -0.8
C -3.817 1.756 -3.669 -2.1 1.0 0.5
C -3.589 3.088 -3.218 -0.5 -0.2 0.2
C -3.832 3.398 -1.879 -0.1 0.2 -0.4
C -4.330 2.431 -1.013 -0.3 0.0 0.3
C -4.690 1.166 -1.471 -0.2 0.1 0.0
C -4.435 0.797 -2.795 0.1 0.5 -0.2
C 4.006 -1.477 -1.204 0.0 -0.3 0.0
C 3.721 -2.625 -0.440 0.2 0.2 0.0
C 4.736 -3.239 0.294 -0.1 0.1 -0.1
C 6.039 -2.733 0.252 -0.2 0.2 -0.2
C 6.331 -1.622 -0.544 -0.2 0.0 0.0
C 5.315 -0.986 -1.266 0.0 -0.1 0.1
C 3.292 0.836 -2.830 -0.1 0.2 -0.2
C 3.047 2.149 -2.388 0.3 -0.3 -0.4
C 3.543 3.218 -3.138 -0.1 0.0 0.0
C 4.271 2.993 -4.312 -0.2 -0.3 0.3
C 4.537 1.682 -4.723 0.0 -0.1 0.0
C 4.046 0.601 -3.992 -0.1 0.4 0.1
H 0.480 -3.205 -3.651 0.3 0.5 -0.2
H 2.657 -1.966 -4.052 0.0 0.1 0.4
H -1.481 -3.648 -3.675 -0.3 -0.1 0.2
H -3.435 -5.158 -3.337 0.0 0.1 0.2
H -4.730 -5.068 -1.208 0.2 0.1 -0.1
H -4.060 -3.499 0.619 0.1 -0.1 -0.3
H -2.076 -2.013 0.298 -0.2 -0.4 -0.2
H -3.305 3.863 -3.926 0.2 -0.2 0.2
H -3.659 4.420 -1.532 0.0 -0.4 -0.1
H -4.484 2.699 0.032 0.0 -0.1 -0.2
H -5.189 0.461 -0.803 0.2 0.2 -0.2
H -4.770 -0.160 -3.207 0.2 0.3 0.3
H 2.703 -3.020 -0.406 0.3 0.0 0.0
H 4.504 -4.109 0.908 0.1 0.2 -0.2
H 6.825 -3.202 0.844 -0.2 0.1 -0.2
H 7.350 -1.236 -0.600 -0.3 -0.1 0.1
H 5.539 -0.101 -1.864 0.0 -0.3 0.2
H 2.481 2.329 -1.473 0.2 0.0 -0.3
H 3.345 4.236 -2.804 0.1 -0.2 -0.1
H 4.626 3.834 -4.908 0.0 -0.2 0.2
H 5.125 1.490 -5.621 -0.2 0.1 0.2
H 4.245 -0.425 -4.312 0.0 0.4 0.0
C -1.551 0.837 -1.249 0.3 0.0 2.0
C -1.539 0.707 -0.004 -0.6 0.6 -2.9
C -1.705 0.494 1.386 0.1 -0.3 1.6
C -2.998 0.449 1.977 0.5 0.0 -0.4
C -3.153 0.151 3.327 0.1 0.0 0.0
C -2.035 -0.141 4.122 0.1 0.2 -0.4
C -0.751 -0.085 3.561 -0.2 0.1 0.0
C -0.581 0.256 2.223 -0.5 0.0 -0.5
H -3.861 0.653 1.338 0.2 -0.1 0.3
H -4.155 0.146 3.761 0.3 0.0 -0.1
H -2.163 -0.395 5.172 0.0 0.1 -0.2
H 0.126 -0.302 4.171 -0.3 0.1 -0.1
H 0.412 0.331 1.780 -0.2 -0.1 0.3

***

(3)
144
Properties=species:S:1:pos:R:3:forces:R:3 method="wB97M-V/def2-TZVPD" e_homo_ev=-8.49 lumo_energy_ha=0.025 e_above_lowest_kj_mol=216.72 smiles=COCCNCCOC.COCCNCCOC.COCCNCCOC.COCCNCCOC.COCCNCCOC.CC(C)O.CC(C)O total_energy_ha=-2602.5629 max_force_ev_per_a=2.88
C -0.318 -9.888 -1.467 -1.1 2.1 -0.4
O 0.600 -8.881 -1.071 1.0 -0.8 -0.4
C 0.663 -8.640 0.321 0.2 -0.2 -0.5
C 1.901 -7.791 0.671 -1.4 0.3 -0.3
N 1.761 -6.342 0.474 0.2 -0.8 -0.1
C 1.543 -6.020 -0.940 -0.1 1.4 0.7
C 1.461 -4.506 -1.139 -0.5 0.1 -0.3
O 0.142 -4.046 -0.827 -0.3 0.5 0.3
C -0.755 -4.024 -1.941 0.8 -0.4 0.8
H -0.364 -9.854 -2.556 0.5 -0.4 0.0
H -1.298 -9.449 -1.224 -0.3 -0.8 0.4
H -0.180 -10.894 -1.078 0.3 0.0 0.2
H 0.819 -9.579 0.870 -0.5 -0.1 -0.1
H -0.300 -8.168 0.565 0.2 0.0 0.7
H 2.703 -8.146 0.024 0.3 -0.1 0.3
H 2.051 -8.022 1.726 0.6 0.3 0.0
H 0.992 -6.041 1.061 -0.1 0.3 -0.2
H 0.577 -6.350 -1.324 0.2 -0.7 -0.2
H 2.379 -6.415 -1.512 -0.1 -0.3 -0.1
H 1.678 -4.258 -2.184 0.1 0.0 0.0
H 2.132 -3.923 -0.509 0.2 -0.3 0.1
H -0.339 -3.364 -2.706 -0.2 -0.2 -0.3
H -1.716 -3.642 -1.602 0.0 0.0 0.1
H -0.866 -5.062 -2.264 -0.2 0.2 -0.6
C -7.325 7.077 3.203 -0.9 0.0 0.2
O -6.783 5.853 3.638 0.7 0.2 -0.1
C -7.154 4.764 2.805 -0.4 0.2 0.0
C -6.684 4.888 1.350 0.2 0.5 1.0
N -5.226 4.923 1.400 0.0 -0.2 -0.4
C -4.576 5.031 0.112 0.9 0.3 -0.5
C -3.116 4.560 0.246 -1.7 -0.4 -0.5
O -2.434 4.881 -0.938 0.6 0.2 0.6
C -1.156 4.262 -0.963 -0.4 -0.4 -0.4
H -8.387 6.953 2.949 0.0 -0.1 -0.3
H -6.817 7.511 2.341 0.2 0.0 0.0
H -7.357 7.789 4.026 0.5 -0.1 0.1
H -8.240 4.683 2.952 0.0 -0.3 -0.6
H -6.670 3.862 3.178 0.0 0.2 0.3
H -7.048 5.810 0.881 -0.5 -0.2 -0.2
H -7.046 3.999 0.835 0.1 0.1 -0.3
H -4.939 5.713 1.966 -0.1 -0.1 0.2
H -4.550 6.038 -0.336 -0.2 0.1 0.2
H -5.055 4.405 -0.643 -0.2 -0.1 0.2
H -3.238 3.471 0.331 0.6 -0.1 0.4
H -2.687 4.990 1.156 0.3 0.0 -0.1
H -1.295 3.184 -1.102 0.2 -0.1 -0.1
H -0.576 4.366 -0.041 -0.1 0.4 0.1
H -0.623 4.686 -1.810 0.1 -0.1 0.0
C -0.716 -1.475 5.859 1.0 -0.4 0.5
O -0.897 -2.247 4.706 -0.4 0.0 -0.4
C 0.218 -2.415 3.860 0.6 0.5 0.0
C -0.174 -2.685 2.424 -0.8 -1.0 0.3
N -0.748 -1.605 1.652 0.4 1.0 -0.8
C -1.923 -0.968 2.230 -1.2 -2.1 0.2
C -2.812 -0.176 1.253 2.0 1.4 1.5
O -2.831 -0.811 0.021 0.0 -0.7 -0.8
C -2.979 0.066 -1.071 -0.6 1.9 0.5
H -0.031 -0.624 5.743 -0.4 0.3 -0.5
H -0.190 -2.040 6.643 -0.4 -0.3 0.1
H -1.701 -1.184 6.210 0.0 0.2 0.1
H 0.833 -3.262 4.185 -0.1 -0.1 0.1
H 0.872 -1.536 3.913 -0.1 0.1 0.0
H -0.902 -3.515 2.437 0.1 -0.1 0.2
H 0.708 -3.107 1.939 0.0 0.3 -0.2
H -1.009 -1.969 0.741 0.0 -0.1 0.1
H -1.610 -0.493 3.156 -0.4 0.7 -0.2
H -2.644 -1.745 2.551 0.4 -0.3 0.4
H -2.347 0.821 1.249 -0.2 0.1 -0.9
H -3.776 -0.040 1.750 -0.3 -0.2 -0.4
H -3.915 0.633 -0.981 -0.3 -0.3 -0.1
H -2.968 -0.372 -2.061 0.2 -0.7 0.3
H -2.242 0.873 -1.014 0.4 -0.3 -0.1
C 2.021 -3.840 -9.850 0.9 0.0 -0.8
O 0.885 -3.090 -9.537 0.0 0.2 0.6
C 0.799 -1.794 -10.091 -0.3 -0.3 -1.1
C -0.474 -1.087 -9.643 -0.2 -0.4 0.1
N -0.521 -0.530 -8.296 0.2 0.9 -1.2
C -0.261 -1.421 -7.210 1.4 -0.1 1.2
C 0.035 -0.645 -5.902 -1.4 -0.3 -0.6
O -1.193 -0.171 -5.326 0.3 -1.0 0.2
C -1.701 -1.137 -4.402 0.5 0.9 0.0
H 2.759 -3.269 -10.429 -0.2 0.2 0.0
H 1.776 -4.700 -10.480 -0.2 -0.1 0.2
H 2.574 -4.187 -8.973 -0.4 0.0 0.2
H 0.774 -1.875 -11.190 -0.4 -0.2 -0.1
H 1.693 -1.160 -10.000 0.1 -0.1 1.0
H -1.366 -1.717 -9.712 0.3 -0.4 -0.4
H -0.592 -0.321 -10.414 -0.3 0.4 0.5
H 0.125 0.252 -8.309 0.0 0.0 0.6
H 0.611 -2.078 -7.354 0.0 0.1 -0.3
H -1.073 -2.126 -7.008 -0.3 0.3 -0.2
H 0.640 0.252 -6.027 0.3 -0.2 -0.3
H 0.539 -1.364 -5.250 0.1 0.3 0.4
H -1.635 -2.177 -4.733 -0.1 0.0 -0.4
H -2.735 -0.863 -4.211 0.0 -0.1 0.2
H -1.075 -1.057 -3.507 -0.3 -0.1 0.3
C -0.349 2.070 3.406 -0.9 -0.9 -0.8
O 0.841 2.739 3.683 0.1 0.5 0.2
C 1.124 3.746 2.694 -0.6 -0.6 0.5
C 2.191 4.666 3.257 -0.1 -0.8 -0.2
N 3.522 4.112 3.101 0.9 0.7 -0.1
C 4.537 5.011 3.634 0.8 -0.2 0.2
C 4.548 5.144 5.179 -0.1 0.9 -0.5
O 5.826 5.147 5.765 0.6 -0.6 0.4
C 6.661 6.226 5.401 -0.5 -0.1 -0.4
H -1.192 2.752 3.243 0.0 0.2 0.3
H -0.619 1.331 4.162 0.3 0.5 0.6
H -0.341 1.442 2.502 0.6 0.3 -0.3
H 0.206 4.317 2.509 0.0 0.1 0.0
H 1.355 3.184 1.786 0.5 0.5 -0.3
H 1.893 4.850 4.299 0.1 0.0 0.0
H 2.195 5.632 2.748 -0.1 0.0 -0.1
H 3.688 3.206 3.513 -0.6 -0.1 0.1
H 4.466 5.981 3.136 -0.3 0.1 0.1
H 5.546 4.674 3.371 -0.2 -0.4 -0.1
H 4.010 4.301 5.611 0.0 0.0 0.1
H 4.075 6.097 5.457 -0.4 -0.2 0.1
H 7.398 6.431 6.175 -0.2 -0.2 0.2
H 6.017 7.101 5.256 0.4 0.2 -0.1
H 7.216 5.978 4.490 -0.1 0.3 -0.1
C 4.292 -0.410 2.089 -0.8 -0.7 0.2
C 4.260 -0.189 3.593 1.0 0.7 -0.4
C 2.965 0.453 4.089 -0.1 -0.7 -0.6
O 4.554 -1.440 4.218 -0.2 0.2 0.0
H 3.411 -1.016 1.846 0.0 0.2 -0.3
H 5.144 -1.014 1.782 0.3 0.3 0.1
H 4.253 0.536 1.551 0.0 0.0 0.0
H 5.092 0.505 3.783 0.0 -0.1 0.3
H 2.689 -0.008 5.038 0.0 0.3 0.2
H 2.159 0.255 3.377 -0.1 -0.1 0.1
H 3.020 1.532 4.148 0.1 0.0 0.3
H 4.862 -1.237 5.107 -0.1 -0.2 0.0
C 1.789 1.716 -1.155 -1.5 0.0 -0.1
C 0.676 0.664 -1.292 0.0 -0.2 0.7
C 1.162 -0.784 -1.429 0.8 -0.1 -0.7
O -0.087 0.715 -0.069 0.6 -0.3 -0.3
H 1.241 2.621 -0.878 0.2 0.2 0.0
H 2.293 1.932 -2.096 0.4 -0.3 0.2
H 2.399 1.451 -0.294 0.4 0.0 -0.3
H -0.046 0.940 -2.071 0.4 -0.1 -0.3
H 0.426 -1.528 -1.119 -0.2 0.1 -0.1
H 2.059 -0.991 -0.835 -0.1 0.3 0.3
H 1.491 -1.051 -2.438 -0.3 0.2 -0.2
H -0.023 -0.203 0.235 -0.5 0.3 1.0

***

(4)
17
Properties=species:S:1:pos:R:3:forces:R:3 method="wB97M-V/def2-TZVPD" e_homo_ev="-18.76 / -18.76" charge=+2 lumo_energy_ha="-0.319 / -0.439" spin_multiplicity=2 e_above_lowest_kj_mol=102.20 total_energy_ha=-342.0628 s_squared=0.78 max_force_ev_per_a=3.59
C 0.835 0.321 0.724 -0.2 1.1 0.1
C 1.456 1.226 -0.163 -0.4 0.9 -0.2
N 2.041 2.507 0.350 -0.4 -3.2 1.5
N -0.170 -0.385 0.319 1.5 -1.0 -0.3
H 1.137 0.301 1.772 0.1 -0.5 -0.1
H 1.374 1.117 -1.242 0.1 0.2 0.1
H 2.126 2.360 1.366 -0.1 0.4 0.2
H 3.036 2.538 0.089 -0.3 1.4 -0.9
H 1.312 3.227 0.260 1.0 0.9 -0.7
H -0.582 -0.267 -0.630 -0.5 -0.4 0.0
H -0.297 -1.326 0.751 -1.2 0.0 0.3
H -2.323 -1.223 -2.217 0.0 -0.1 0.1
H -1.721 0.138 -2.523 -0.4 0.0 -0.1
O -1.990 -0.425 -1.785 0.7 0.2 -0.1
H -1.644 -3.683 0.768 0.3 0.0 0.1
H -2.266 -2.304 0.991 -0.1 -0.2 0.1
O -1.416 -2.748 0.866 -0.2 0.3 -0.1

***

Copy entry 1 word for word.
9
Properties=species:S:1:pos:R:3:forces:R:3 method="wB97M-V/def2-TZVPD" e_homo_ev=-10.26 lumo_energy_ha=-0.055 e_above_lowest_kj_mol=166.95 smiles="[H]/N=P/C#N.N" total_energy_ha=-546.0588 max_force_ev_per_a=4.02
H 0.995 -2.193 -2.726 0.9 -1.6 -0.6
N 0.620 -1.302 -2.570 -1.8 1.6 -0.3
P 1.268 -0.692 -1.330 1.2 0.2 1.6
C 0.365 0.844 -0.888 -0.2 -0.2 -1.0
N -0.149 1.777 -0.454 0.1 0.2 -0.2
N -0.497 0.335 2.150 0.9 -3.5 0.1
H -1.008 1.017 2.559 -1.3 3.5 1.5
H -0.344 0.539 1.208 0.4 1.1 -1.2
H -1.248 -0.326 2.051 -0.1 -1.2 0.2